Record 1
{"formula": "C8H11Br2ClN3", "method": "ωB97M-V/def2-TZVPD", "elements": ["C", "N", "H", "H", "H", "Cl", "Br", "C", "C", "H", "Br", "H", "H", "C", "H", "H", "C", "C", "C", "H", "H", "C", "N", "N", "H"], "xyz": [[0.2831, 1.5492, 0.4599], [-0.5245, -1.9472, 1.1715], [0.4043, -3.8593, 0.8377], [0.7504, 3.4047, -3.5770], [0.7217, -0.8534, -1.7143], [2.0612, -1.7075, 0.4260], [0.2965, 4.4977, 0.3050], [0.6300, 1.1563, -2.2549], [-0.1919, -3.3379, 1.5930], [-1.1187, -3.9394, 1.7238], [0.9465, 0.8694, -4.1270], [-2.0375, -1.1397, 2.5298], [0.5585, 4.4788, -2.2623], [0.4811, -0.8838, 0.9765], [0.3598, -3.4770, 2.5411], [-2.5481, -2.5326, 1.5297], [-1.9089, -1.6076, 1.5283], [0.3707, 2.6696, -0.3354], [0.5308, 2.4872, -1.7444], [0.2300, 1.6618, 1.5237], [0.4905, -0.5370, 2.0285], [0.5220, 0.1359, -1.3656], [0.2606, 0.2452, -0.0103], [0.6721, 3.5259, -2.5752], [-2.2402, -0.8594, 0.7920]], "forces_ev_per_angstrom": [[-0.3, 0.0, 0.1], [-0.6, -1.0, -1.3], [-0.1, 0.2, 0.0], [0.0, -0.3, 0.2], [-0.2, -0.6, -0.1], [-1.2, 0.9, 0.9], [0.0, -1.4, 0.0], [-0.2, 0.4, 0.5], [0.6, -0.4, -0.2], [0.5, 0.8, -0.3], [-0.2, 0.0, 1.1], [0.3, -0.2, -0.3], [0.0, -0.1, 0.2], [-0.3, -2.7, 1.2], [-0.1, 0.6, -0.2], [0.7, 1.1, -0.4], [0.1, 0.8, 0.0], [-0.1, -0.4, -0.2], [0.3, 1.0, -1.1], [-0.1, 0.0, 0.4], [1.3, 1.3, -0.9], [-0.2, -1.2, 0.3], [0.6, 1.8, -0.6], [-0.3, -0.2, 0.2], [-0.4, -0.4, 0.2]], "multiplicity": 1, "charge": 1, "lumo_ev": -4.17, "e_tot_ev": -165544.4621, "orbital_gap_ha": 0.2857, "e_homo_ha": -0.439, "smiles": "CN(C)[C@@H](Cl)[n+]1cc(Br)c(N)c(Br)c1"}



Record 2
{"formula": "C49H50BrHgN10O6P", "method": "ωB97M-V/def2-TZVPD", "elements": ["C", "C", "H", "N", "H", "H", "H", "H", "C", "H", "H", "C", "H", "H", "C", "C", "C", "H", "H", "C", "O", "C", "H", "C", "C", "C", "H", "H", "H", "H", "C", "N", "H", "C", "O", "C", "C", "C", "C", "C", "C", "H", "C", "C", "Br", "H", "H", "C", "H", "C", "C", "C", "H", "C", "C", "H", "H", "C", "H", "C", "C", "O", "H", "C", "Hg", "H", "C", "H", "H", "N", "H", "N", "C", "N", "H", "H", "N", "C", "H", "H", "C", "C", "N", "H", "H", "O", "O", "C", "H", "H", "P", "H", "C", "H", "C", "H", "H", "H", "C", "C", "C", "C", "O", "H", "C", "H", "C", "C", "H", "H", "C", "H", "H", "H", "C", "N", "N", "N"], "xyz": [[-4.3328, -1.2363, 3.9151], [1.2036, 1.6837, -2.6384], [7.3298, 1.8077, -3.4934], [-0.2602, -1.1344, -1.9356], [1.5002, 2.5430, -3.2635], [-3.5647, -1.3540, -3.4252], [2.7217, -4.6192, 2.2868], [-4.4285, -0.8940, 4.9378], [5.2338, 2.0997, -3.3578], [6.3275, 0.5581, -5.3495], [2.0046, -5.3957, 4.5217], [0.0530, -1.6956, -4.2115], [1.0240, 0.7486, -4.5526], [3.6091, -2.7192, -0.2475], [3.9709, -1.0007, 3.1542], [-3.4173, 2.5271, 3.9175], [-0.6017, -2.3822, -2.1599], [-3.5584, 1.3529, 0.7741], [-1.8925, 1.9257, 5.3148], [-2.9313, -1.9172, 2.0674], [-0.4501, 2.3728, -0.0518], [2.9288, -0.5981, 2.3114], [5.6663, -2.2646, 3.4668], [-1.6884, 0.9954, 3.3915], [-3.2431, 0.3810, -2.2375], [-2.0253, -5.7176, -1.4511], [5.7319, 0.0002, -1.6209], [-0.8242, 0.4057, 3.6648], [-2.9877, -6.4776, 0.3332], [4.0928, -0.5348, 4.1246], [6.3728, 0.0965, -4.3657], [2.5067, -0.2338, -3.5910], [-2.2135, -1.3430, 4.0108], [4.7524, -2.5762, 1.5439], [-0.4767, -2.7725, -3.4814], [-0.7172, -3.5781, 3.6646], [2.7476, -1.2541, 1.0527], [6.4583, 1.1727, -3.2886], [-5.3300, -1.8142, 1.8186], [1.3548, -4.7666, 3.9295], [0.9225, -3.5295, 1.9210], [1.1984, -3.2274, 0.9222], [-3.9113, 2.3540, 2.6288], [-1.3886, -4.6507, -2.0141], [-4.2883, 3.6970, 5.1355], [-6.4379, -1.1692, 3.5409], [1.7894, 1.8772, -0.6424], [3.7223, -2.2362, 0.7114], [6.7398, 1.3698, -1.1506], [6.6111, 0.5795, -1.8896], [1.2064, 0.4151, -3.5139], [-2.2297, -4.4948, 0.5791], [-4.8008, 2.8659, 2.2940], [-3.0733, 2.5537, -2.5824], [-2.2616, 2.1566, -1.5351], [0.2063, 1.8819, -2.2577], [-0.8711, 0.1236, -3.4552], [-4.0780, -2.0663, 1.2916], [-2.2627, 4.7087, -1.9001], [-1.6097, -3.3672, 0.0219], [-1.1641, -3.4150, -1.3407], [1.7843, -1.0317, 0.2436], [-4.3151, 1.3681, -3.7966], [1.4307, 2.3314, 3.7601], [-0.1385, 0.0212, 0.1964], [-0.2302, -4.7663, 5.3703], [-3.7333, -1.0059, -2.4067], [5.4758, -3.3195, 1.2329], [-0.5504, -1.5337, -5.1104], [-3.6789, 1.3993, -3.0147], [-6.2088, -1.9546, 1.2053], [-2.3862, 0.8119, -1.3425], [2.0979, 0.5215, 2.6707], [1.1520, 1.0909, 1.9315], [-1.6853, -3.3268, 4.0661], [-4.8031, -1.0502, -2.2000], [-2.1170, 0.8420, 2.1360], [-2.2887, 1.8223, 4.3168], [7.2367, -0.5642, -4.3338], [4.0421, 2.3201, -1.1046], [4.8715, -1.9755, 2.7948], [-3.2155, 1.5075, 1.7872], [2.1177, 1.5313, -1.5320], [5.4587, -0.4745, -4.2307], [2.9278, 1.0541, 4.5463], [-1.4200, 4.2214, -0.7828], [-4.0882, 3.8333, -4.2446], [0.1076, -4.4045, 4.4078], [5.3843, 2.9657, -2.7072], [1.3874, 3.0545, 4.5483], [-1.2985, -2.0822, 1.2589], [-2.1769, -6.6209, -2.0249], [-2.4768, -5.6454, -0.1264], [2.0158, -1.6704, -2.1541], [0.7518, 2.2164, 2.5884], [0.0162, 2.8650, 2.1593], [-2.5420, -4.4392, 1.6149], [-3.2004, -1.6556, -1.7205], [3.4319, 1.8108, -1.8361], [1.7557, -4.3296, 2.6757], [-5.4636, -1.3880, 3.1296], [-3.0820, -1.4997, 3.3899], [-2.8600, 4.9193, -2.7381], [3.4496, -0.7511, -1.7475], [-0.3107, -3.1063, 2.4187], [1.0855, -1.9216, -4.4996], [-3.3751, 3.8356, -3.2576], [0.0054, -0.5087, -3.2346], [5.1182, 2.4413, -4.3893], [-3.9729, -2.3976, 0.2702], [2.8929, -1.1968, -2.5770], [-1.0378, -4.7404, -3.0296], [3.5207, -1.9606, -3.0513], [7.4803, -0.0727, -1.8470], [-1.3111, 2.9761, -0.7191], [2.2716, 1.2513, 3.8106], [3.9790, 1.4667, -2.9844], [3.5284, 0.6458, -3.9508]], "forces_ev_per_angstrom": [[0.0, 0.0, 0.1], [-0.1, -0.1, -0.6], [-0.1, 0.0, 0.0], [0.5, 0.2, 0.1], [-0.1, -0.1, 0.2], [0.0, -0.1, 0.0], [0.0, 0.0, -0.1], [0.0, 0.0, 0.0], [0.7, 0.1, -0.1], [0.0, 0.0, -0.2], [0.0, 0.0, 0.0], [0.2, 0.4, -0.1], [-0.1, 0.0, 0.2], [-0.1, 0.0, -0.1], [0.0, 0.0, -0.1], [0.1, -0.3, -0.3], [-0.4, -0.6, 0.4], [0.0, 0.0, -0.1], [0.1, 0.0, 0.1], [0.0, 0.1, 0.0], [0.4, -0.4, 0.4], [0.2, -0.4, -0.3], [0.0, 0.0, 0.1], [-0.1, -0.1, -0.5], [-0.1, 0.0, -0.1], [0.2, 0.2, -0.5], [-0.1, -0.1, 0.1], [0.2, 0.0, 0.1], [0.0, -0.1, 0.1], [0.0, 0.0, 0.1], [0.2, 0.0, 0.1], [-0.2, 0.1, 0.8], [0.0, -0.1, 0.0], [0.0, 0.0, -0.1], [-0.2, -0.2, 0.1], [0.0, 0.2, -0.1], [0.1, 0.1, 0.2], [-0.3, -0.1, 0.0], [-0.2, 0.1, 0.1], [0.0, 0.0, 0.0], [-0.2, 0.1, 0.0], [0.1, 0.0, -0.1], [0.0, 0.3, 0.6], [-0.1, -0.6, -0.3], [0.1, -0.1, -0.1], [-0.1, 0.0, 0.0], [0.1, 0.1, 0.0], [0.0, 0.0, -0.1], [0.0, 0.0, 0.1], [0.1, 0.2, -0.3], [-0.2, 0.1, 0.0], [-0.2, -0.3, -0.2], [0.0, 0.0, 0.0], [0.3, -0.2, 0.4], [-0.3, 0.3, -0.4], [0.0, 0.0, 0.0], [0.1, 0.0, -0.1], [0.2, 0.0, 0.0], [-0.3, -0.1, -0.3], [0.0, 0.6, 0.6], [0.4, 0.6, -0.7], [0.9, -0.6, 0.0], [0.0, 0.0, 0.0], [-0.3, 0.3, -0.1], [-1.0, -0.2, -0.3], [0.0, 0.0, 0.0], [0.0, 0.0, 0.1], [0.0, -0.1, 0.0], [0.1, 0.0, 0.1], [0.2, 0.3, 0.1], [-0.1, 0.0, -0.1], [-0.1, -0.1, 0.2], [-0.2, 0.3, 0.1], [0.4, 0.0, 0.1], [-0.1, 0.0, 0.0], [-0.1, -0.1, 0.0], [-0.2, 0.7, 0.5], [-0.4, 0.4, 0.1], [0.2, -0.1, 0.0], [0.1, 0.0, -0.1], [0.2, 0.0, 0.3], [0.2, -0.2, -0.1], [0.4, 0.1, -0.1], [0.1, -0.1, -0.1], [0.0, 0.0, -0.2], [-0.1, 0.3, -0.1], [0.0, 0.0, 0.1], [0.1, -0.1, 0.2], [-0.1, -0.1, -0.1], [0.0, 0.2, 0.1], [-0.1, -0.8, -0.5], [0.0, -0.1, -0.1], [-0.2, 0.0, 0.6], [0.0, 0.0, 0.1], [0.2, 0.5, 0.4], [-0.1, 0.1, 0.0], [0.0, -0.1, 0.0], [0.0, -0.1, 0.0], [-0.2, -0.2, 0.0], [0.1, -0.1, 0.0], [0.0, 0.0, 0.0], [0.0, -0.2, -0.1], [0.3, 0.0, 0.3], [0.0, 0.0, 0.1], [0.1, 0.1, 0.3], [-0.1, 0.1, 0.0], [-0.1, 0.1, -0.1], [-0.1, 0.0, -0.5], [-0.1, 0.1, 0.1], [0.0, -0.1, -0.1], [0.2, -0.1, -0.2], [0.0, 0.0, 0.0], [0.1, 0.0, 0.0], [0.1, -0.1, 0.0], [-0.4, 0.3, -0.3], [0.1, -0.3, 0.0], [-0.5, 0.5, 1.5], [-0.1, -0.1, -1.7]], "multiplicity": 2, "s2": 0.765, "charge": -1, "lumo_ev": [2.01, 2.01], "e_tot_ev": -162317.0640, "orbital_gap_ha": [0.1534, 0.2293], "e_homo_ha": [-0.080, -0.156]}



Record 3
{"formula": "C3H12O4", "method": "ωB97M-V/def2-TZVPD", "elements": ["H", "H", "H", "H", "C", "H", "C", "O", "H", "H", "H", "H", "O", "O", "C", "H", "H", "H", "O"], "xyz": [[-0.8669, 0.1595, -1.9190], [-0.9068, 1.9525, -2.3849], [0.5955, 0.8710, -2.6456], [1.3638, 0.8824, -0.3383], [-0.2815, 1.0926, -1.9543], [2.0760, 1.2774, 1.8764], [0.2624, 1.2997, -0.5529], [2.2238, 2.1423, 1.3413], [0.6687, 2.3408, -0.4620], [-2.4113, -3.0381, -0.8037], [0.1072, -1.9098, 1.7236], [-0.2130, -3.3372, 1.9943], [-0.0571, 0.3930, 1.5294], [-0.0616, -2.7519, 1.2756], [-0.6471, 0.7871, 0.4681], [-1.2161, -2.9836, -0.2656], [-1.7455, 0.6398, 0.3846], [2.7566, 2.7414, 1.7888], [-1.6471, -2.5589, -1.0558]], "forces_ev_per_angstrom": [[-0.1, 0.4, -0.5], [0.9, -1.3, 0.8], [-1.2, 0.5, 0.6], [-2.7, 0.0, -0.7], [0.5, -0.4, -1.5], [0.4, 2.6, -1.2], [2.8, 1.1, -1.3], [-1.8, -3.6, -0.3], [-1.3, -0.4, 0.5], [-2.5, -0.3, -0.8], [-0.1, 0.2, -0.4], [-0.2, -1.0, 0.9], [-2.7, 0.6, -2.3], [0.3, 0.7, -0.4], [3.0, -1.2, 4.5], [1.3, 1.4, -0.8], [0.5, 0.3, -0.3], [1.6, 1.3, 1.6], [1.2, -0.8, 1.5]], "multiplicity": 1, "lumo_ev": 0.69, "e_tot_ev": -11493.9872, "orbital_gap_ha": 0.3900, "e_homo_ha": -0.365, "smiles": "CCC=O.O.O.O"}



Record 4
{"formula": "C4H12", "method": "ωB97M-V/def2-TZVPD", "elements": ["H", "H", "H", "H", "H", "H", "C", "C", "C", "H", "H", "H", "H", "H", "H", "C"], "xyz": [[3.4977, -3.7920, 2.0966], [-3.0017, 5.3462, -3.4872], [-1.5472, 3.9460, -2.1324], [-1.8378, 4.6114, -4.6339], [-3.2253, 3.3187, -2.1389], [-1.9330, 2.4289, -3.0036], [-2.3092, 3.4324, -2.7426], [-2.6632, 4.3964, -3.9344], [1.9589, -3.5061, 3.7011], [-3.5003, 3.9570, -4.5025], [1.0891, -3.4630, 3.0242], [1.6505, -3.9972, 4.6394], [3.8816, -4.6061, 3.6455], [2.2768, -2.4753, 3.9316], [2.5968, -5.2620, 2.5831], [3.0661, -4.3353, 2.9540]], "forces_ev_per_angstrom": [[-0.3, -0.2, 0.4], [0.1, -0.3, -0.4], [-0.3, -0.4, 0.0], [-0.2, -0.2, 0.4], [0.5, -0.1, -0.1], [-0.2, 0.5, -0.2], [0.0, 0.9, -0.3], [-0.2, -0.8, 0.5], [0.4, -0.3, -0.7], [0.3, 0.3, 0.1], [0.2, 0.2, 0.4], [0.1, 0.2, -0.4], [-0.3, 0.1, -0.4], [-0.1, -0.5, -0.1], [0.4, 0.3, 0.1], [-0.5, 0.2, 0.6]], "multiplicity": 1, "lumo_ev": 1.31, "e_tot_ev": -4342.3272, "orbital_gap_ha": 0.4863, "e_homo_ha": -0.438, "smiles": "CC.CC"}



Record 5
{"formula": "C29H26BrN3O10S", "method": "ωB97M-V/def2-TZVPD", "elements": ["C", "Br", "C", "O", "H", "H", "C", "C", "H", "H", "H", "C", "O", "H", "H", "N", "C", "C", "H", "H", "O", "C", "N", "C", "H", "O", "H", "C", "C", "H", "C", "H", "C", "C", "H", "O", "C", "C", "C", "C", "H", "C", "C", "C", "O", "S", "O", "H", "C", "N", "H", "C", "C", "O", "H", "H", "H", "C", "O", "C", "H", "C", "H", "H", "H", "C", "O", "H", "C", "H"], "xyz": [[-2.1422, -2.0389, -1.2300], [5.4072, -4.7677, 0.3492], [-2.6363, 2.9723, 1.3747], [-1.9155, 4.6340, 4.4226], [7.5849, -4.6582, 2.3421], [1.0758, -1.7908, -4.2470], [-0.3783, -0.1382, -4.3790], [-0.7391, 1.1940, -3.8251], [5.3977, -2.9371, 3.7298], [-0.7217, -0.8418, -1.4221], [-1.6164, 1.6873, -4.2943], [3.6584, -2.1550, -0.3173], [-6.2990, -2.5823, -1.2380], [-3.3787, 3.8067, 5.7386], [-5.1351, -0.2565, -1.6146], [-0.2672, 3.0639, -2.1635], [1.6250, -0.2256, -2.7337], [5.8727, -3.2243, 2.7449], [-2.8588, 2.2086, -0.3069], [3.0692, 1.1483, 1.9228], [-4.3729, 1.4421, 0.9872], [-2.0046, 3.7852, 2.2290], [3.2781, -1.7295, 4.0773], [2.8898, 0.2490, -0.0848], [2.5110, -1.9792, -2.5484], [-3.9908, 3.1599, 5.3371], [-5.0889, 1.6408, 3.4951], [-3.0489, -0.8689, -1.4421], [-1.4207, 3.7393, -2.8067], [-1.1529, 4.3821, 1.9331], [-4.4909, -1.1080, -1.4432], [0.5294, 3.7034, -2.1713], [6.7383, -4.5195, 3.0717], [4.0630, -2.2195, 1.1019], [-1.7917, 5.2032, -1.1799], [-4.5541, -4.6019, -0.7996], [3.2359, 0.2201, 1.3304], [-2.6276, -3.2679, -1.0222], [-3.8147, 2.1559, 1.8008], [0.7895, -0.7979, -3.8229], [6.0633, -5.4210, 3.1082], [3.8132, -1.0043, 1.9106], [-4.2467, 2.2491, 3.1947], [0.0278, 1.7959, -2.7363], [-2.5675, 0.2371, -1.6091], [2.2250, 1.7782, -0.8456], [4.1152, -0.9251, 3.3014], [-2.3204, 3.0720, -2.6626], [-1.6445, 5.2070, -2.2941], [2.7715, -1.0087, -2.3325], [3.7959, -3.0504, -0.9789], [4.7014, -3.5113, 1.7197], [-4.0700, -3.5025, -1.0000], [-2.2408, 2.8529, 0.0956], [-0.7140, 5.8191, -2.4802], [-1.2708, 3.7967, -3.9265], [6.5142, -2.3459, 2.4620], [-2.4517, 3.8958, 3.6158], [2.1527, -1.5832, 3.7708], [3.0759, -0.9344, -0.9224], [-6.3866, -3.5401, -1.0677], [1.2166, 1.0664, -2.2050], [-2.5270, 5.6706, -2.8185], [-0.9724, -0.5995, -5.2064], [-1.9839, -4.1224, -0.8651], [-4.9745, -2.3369, -1.2391], [-0.8181, -1.8024, -1.2564], [3.8559, -4.0672, 2.2218], [-3.6128, 3.0590, 4.0482], [7.1943, -4.4319, 4.1021]], "forces_ev_per_angstrom": [[1.0, -0.4, 0.1], [-0.5, 0.5, 0.1], [0.7, 0.3, -0.7], [-0.3, -0.2, 0.2], [-1.1, 0.0, 0.7], [-0.2, 0.9, 0.5], [1.8, 1.6, 2.5], [1.3, -1.5, 0.1], [0.4, -0.2, -1.2], [0.2, -0.1, -0.1], [0.9, -0.3, 0.7], [-0.4, 1.8, 1.3], [0.8, -0.4, 0.1], [-0.1, 0.0, 0.0], [0.0, 0.0, 0.1], [-0.6, -0.1, -1.3], [-2.6, 1.0, -2.0], [-0.1, -0.6, 1.1], [0.2, -0.1, -0.2], [0.2, -1.1, -0.3], [0.3, 0.1, -0.2], [0.0, 0.1, 0.4], [-1.7, 0.6, 0.3], [0.4, -1.5, -0.1], [0.6, 0.5, 0.0], [0.6, 0.3, -0.6], [0.0, 0.0, 0.0], [-0.7, 0.3, 0.0], [-0.4, 0.3, -0.5], [0.0, 0.0, 0.0], [0.3, 0.2, -0.1], [-0.1, -0.5, 0.2], [0.0, 0.4, 0.4], [-0.7, 1.7, -1.2], [-0.1, 0.0, -1.1], [-0.3, 0.2, -0.1], [0.4, -2.1, -1.5], [-0.3, -0.2, 0.0], [-0.5, -0.3, 0.4], [-0.5, 1.1, 0.2], [0.8, 0.8, -0.2], [-0.8, 1.1, -2.2], [0.0, -0.1, -0.3], [1.1, -1.7, -0.8], [0.2, -0.1, 0.2], [-0.2, -1.1, -0.3], [1.1, -0.4, -1.8], [0.8, 0.9, 0.1], [0.4, -0.6, 0.4], [-1.6, 0.8, 1.4], [-0.1, 1.0, 0.8], [-0.2, 0.8, 0.6], [0.6, -0.4, 0.1], [-0.9, -0.3, 0.8], [-1.0, -0.5, 0.0], [-0.1, -0.1, 0.9], [-0.7, -0.9, -0.1], [0.5, 0.3, -0.5], [0.5, -0.8, 0.4], [1.2, -1.1, 2.4], [-0.1, 0.1, 0.0], [-0.2, -1.3, -0.7], [1.0, -0.4, 0.6], [0.7, 0.5, 0.9], [0.0, 0.0, 0.0], [-0.8, 0.4, -0.1], [-0.9, 0.4, 0.0], [1.1, 0.3, -0.5], [-0.6, -0.3, 0.6], [-0.5, 0.1, -1.1]], "multiplicity": 1, "lumo_ev": -1.49, "e_tot_ev": -136311.7315, "orbital_gap_ha": 0.2323, "e_homo_ha": -0.287, "smiles": "CCNc1cccc2c1Sc1cc(ON=O)c([C@@H](Br)CC)cc1N2.O=C1C=C(O)C(=O)C=C1O.O=C1C=C(O)C(=O)C=C1O"}



Record 6
{"formula": "CH4N2OS", "method": "ωB97M-V/def2-TZVPD", "elements": ["H", "N", "H", "H", "S", "C", "N", "H", "O"], "xyz": [[0.1338, 0.6151, -2.0264], [0.2985, 0.2486, 1.7820], [-0.3044, -1.2724, 0.2173], [1.3240, -1.2339, -0.9670], [-0.0818, 1.5240, 0.9872], [0.2859, -0.8913, -0.6071], [-0.1180, 0.2333, -1.1463], [-0.4399, -0.2093, 2.2412], [-1.0981, 0.9859, -0.4809]], "forces_ev_per_angstrom": [[0.1, 0.2, -0.5], [0.5, 3.1, 0.0], [0.5, -0.3, -0.5], [-1.9, 0.2, 1.0], [-0.3, -1.1, -0.1], [2.6, -2.9, -0.6], [-2.4, 1.9, -1.0], [-1.2, -1.3, 0.6], [2.0, 0.1, 1.1]], "multiplicity": 3, "s2": 2.016, "lumo_ev": [0.65, -1.73], "e_tot_ev": -16958.2783, "orbital_gap_ha": [0.2338, 0.3092], "e_homo_ha": [-0.210, -0.373]}